Entry a
The following is a DFT calculation (wB97M-V/def2-TZVPD) of a single C4H2O molecule.

Each line ends with the natural charge from an NBO analysis.
Atoms and positions in Å:
C -1.53 0.49 -0.84  -0.426
C -2.05 1.55 -1.22  0.162
C 0.73 -0.15 -0.12  0.358
C -0.69 0.06 0.12  -0.039
O 1.51 -1.03 0.22  -0.448
H 0.98 0.88 -0.54  0.137
H -0.93 0.12 1.39  0.257

Results
Orbital gap   0.305 Eh
Charge   0


Entry b
The following is a DFT calculation (wB97M-V/def2-TZVPD) of 2 unconnected molecules or ions with the total composition C4H2O.

Each line ends with the natural charge from an NBO analysis.
Atoms and positions in Å:
C -1.38 0.21 -0.84  -0.532
C -2.55 0.33 -1.38  0.334
C 0.66 -0.12 0.82  0.219
C -0.39 -0.12 -0.16  0.241
O 1.02 -0.75 1.76  -0.533
H 1.23 0.85 0.82  0.197
H 1.40 -0.41 -1.02  0.073

Results
Orbital gap (spin up / spin down)   0.261 / 0.264 Eh
Charge   0


Entry c
The following is a DFT calculation (wB97M-V/def2-TZVPD) of a single C4H2O molecule.

Each line ends with the Löwdin charge.
Atoms and positions in Å:
C 0.46 1.07 0.00  0.253
C 0.15 -0.42 0.18  -0.125
C 1.45 -0.04 -0.04  -0.515
C -1.19 -0.16 0.02  0.112
O 2.60 -0.32 -0.09  0.094
H -1.79 0.15 0.86  0.089
H -1.69 -0.28 -0.93  0.092

Results
Orbital gap   0.333 Eh
Charge   0


Short version: entry b is the least stable of them.


Entry a
The following is a DFT calculation (wB97M-V/def2-TZVPD) of a single C4H11PS2 molecule.

Each line ends with the natural charge from an NBO analysis.
Atoms and positions in Å:
C 0.03 1.69 0.20  -0.615
C -0.07 0.16 0.41  -0.261
C -1.34 -0.20 1.23  -0.615
C 1.26 -0.36 0.89  -0.627
P -0.46 -0.45 -1.36  0.550
S 1.36 -0.04 -2.39  -0.332
S -0.54 -2.54 -1.12  -0.338
H 0.26 1.90 -0.78  0.219
H -0.88 2.28 0.56  0.209
H 0.83 1.96 0.76  0.205
H -1.46 -1.41 1.22  0.221
H -2.13 0.36 0.93  0.211
H -1.20 0.24 2.26  0.212
H 1.40 -1.40 0.65  0.216
H 1.94 0.28 0.58  0.210
H 1.23 -0.23 1.91  0.210
H 0.66 0.44 -3.46  0.156
H -0.88 -2.67 -2.48  0.169

Results
Orbital gap   0.334 Eh
Charge   0


Entry b
The following is a DFT calculation (wB97M-V/def2-TZVPD) of a single C4H11PS2 molecule.

Each line ends with the natural charge from an NBO analysis.
Atoms and positions in Å:
C 0.34 -2.46 1.73  -0.809
S 0.65 -0.91 1.98  0.780
C -0.64 -0.31 3.16  -0.745
S -0.69 0.13 0.17  -0.597
P 0.94 0.64 -1.21  0.724
C 0.24 2.24 -1.67  -0.943
C 0.30 -0.03 -2.77  -0.964
H -0.56 -3.00 2.12  0.226
H 1.00 -2.98 1.09  0.233
H -1.39 0.12 2.54  0.255
H -0.16 0.58 3.68  0.250
H -1.01 -1.20 3.65  0.239
H 0.31 2.96 -0.79  0.230
H 1.06 2.47 -2.35  0.215
H -0.73 2.20 -2.07  0.220
H 0.58 -1.02 -2.93  0.224
H -0.83 0.17 -2.64  0.228
H 0.59 0.40 -3.71  0.233

Results
Orbital gap (spin up / spin down)   0.265 / 0.265 Eh
Charge   0


Short version: entry b is the least stable of them.


Entry a
The following is a DFT calculation (wB97M-V/def2-TZVPD) of a gas-phase ion, CH3N2O2S (charge -1).

Each line ends with the natural charge from an NBO analysis.
Atoms and positions in Å:
C 0.07 -0.62 0.26  -0.532
N 1.85 1.06 -0.27  -0.370
N 1.42 -0.03 -0.70  -0.119
O -2.60 -1.09 -0.38  -1.045
O -1.70 1.05 0.74  -1.059
S -1.64 0.06 -0.37  1.436
H -0.09 -0.18 1.24  0.217
H 0.02 -1.69 0.30  0.181
H 2.66 1.44 -0.81  0.291

Results
Orbital gap   0.270 Eh
Charge   -1


Entry b
The following is a DFT calculation (wB97M-V/def2-TZVPD) of 2 unconnected molecules or ions with the total composition CH3N2O2S.

Each line ends with the natural charge from an NBO analysis.
Atoms and positions in Å:
C -1.31 -1.92 1.59  1.037
N 1.15 -0.07 -0.43  -0.729
N -0.03 0.74 -0.23  -0.797
O -0.39 -2.57 1.59  -0.508
O -2.25 -1.21 1.63  -0.536
S 0.04 2.35 -0.54  0.054
H 1.94 0.44 -0.13  0.307
H 1.32 -0.46 -1.42  0.291
H -0.46 2.69 -2.06  -0.121

Results
Orbital gap   0.217 Eh
Charge   -1


Short version: entry a is the least stable of them.


Entry a
The following is a DFT calculation (wB97M-V/def2-TZVPD) of a single C3H2ClIN2 molecule.

Each line ends with the natural charge from an NBO analysis.
Atoms and positions in Å:
C 0.39 1.11 -0.64  -0.107
C 0.10 0.28 -1.64  0.000
C -0.50 -1.13 0.56  -0.102
N 0.58 0.92 0.64  -0.344
N 0.14 -0.19 1.18  -0.399
Cl -0.94 0.15 -2.87  0.190
I -0.87 -2.83 1.75  0.102
H 0.92 1.94 -1.24  0.261
H 0.18 -0.26 2.26  0.399

Results
Orbital gap (spin up / spin down)   0.266 / 0.266 Eh
Charge   0


Entry b
The following is a DFT calculation (wB97M-V/def2-TZVPD) of a single C3H2ClIN2 molecule.

Each line ends with the natural charge from an NBO analysis.
Atoms and positions in Å:
C -0.31 -0.45 1.12  -0.049
C -1.65 -1.05 1.37  -0.085
C -0.41 -0.93 -1.97  -0.056
N 0.06 0.19 0.04  -0.216
N -0.36 0.12 -1.21  -0.462
Cl -2.42 -1.88 0.22  0.196
I -0.61 -0.42 -4.01  0.076
H 0.34 -0.29 1.99  0.219
H -0.16 1.15 -1.73  0.378

Results
Orbital gap (spin up / spin down)   0.260 / 0.255 Eh
Charge   0


Short version: entry b is the least stable of them.